No. 1
{"formula": "C5H10OSi", "method": "ωB97M-V/def2-TZVPD", "symbols": ["C", "C", "C", "C", "C", "O", "Si", "H", "H", "H", "H", "H", "H", "H", "H", "H", "H"], "coordinates": [[-1.46137, 2.17960, 0.79688], [-1.82647, 1.85212, -0.42004], [0.46013, -2.50594, -1.26200], [-0.34186, -2.85608, -0.01755], [0.52434, -1.71758, -0.25065], [0.98427, -0.61465, 0.16146], [2.09497, 0.50350, -0.14614], [-1.96840, 2.98073, 1.30318], [-0.83389, 1.51903, 1.28728], [-2.58873, 2.28652, -1.07648], [-1.14803, 1.06894, -0.70568], [0.73549, -2.81514, -2.23571], [-1.43844, -2.53497, 0.10582], [-0.29216, -3.64374, 0.69980], [1.54786, 1.75132, 0.19822], [2.45320, 0.55465, -1.60957], [3.06019, 0.40714, 0.93521]], "lowdin_charge": [-0.0840, -0.0627, 0.0470, -0.0966, -0.4472, -0.1815, 0.6122, 0.0459, 0.0138, 0.0625, 0.0223, 0.0837, 0.0989, 0.0639, -0.0863, -0.0334, -0.0585], "gap_ev": 9.466, "lumo_energy_ev": 0.88}


No. 2
{"formula": "H24O12", "method": "ωB97M-V/def2-TZVPD", "symbols": ["O", "H", "H", "O", "H", "H", "O", "H", "H", "O", "H", "H", "O", "H", "H", "O", "H", "H", "O", "H", "H", "O", "H", "H", "O", "H", "H", "O", "H", "H", "O", "H", "H", "O", "H", "H"], "coordinates": [[-7.70286, -8.63547, 2.29299], [-8.26950, -9.40591, 2.25341], [-6.99588, -8.82559, 1.67634], [-9.46170, -9.68263, 8.32270], [-9.36293, -10.40216, 7.69919], [-10.39980, -9.49241, 8.32301], [-4.75909, -7.31757, 6.41218], [-4.06078, -6.82654, 5.97918], [-5.11881, -7.87925, 5.72563], [-7.65681, -9.97842, -3.52671], [-8.11262, -10.78999, -3.30351], [-7.21894, -10.16941, -4.35618], [-9.68832, -4.62921, 4.28330], [-10.38682, -5.23813, 4.52320], [-8.94614, -5.19112, 4.06045], [-7.37249, -14.51988, -0.04737], [-6.88127, -13.73351, -0.28518], [-8.08909, -14.55597, -0.68095], [-3.49462, -9.02899, -0.44475], [-3.12813, -8.42890, -1.09422], [-2.93240, -9.80244, -0.48844], [-6.08008, -3.21936, 0.86511], [-5.15696, -3.10502, 0.63924], [-6.30245, -4.08914, 0.53305], [-11.52621, -12.26625, 2.40446], [-12.25056, -12.85891, 2.20370], [-10.81470, -12.84269, 2.68322], [-13.12937, -7.29540, 5.32011], [-13.27610, -8.07354, 4.78232], [-13.97170, -7.13551, 5.74571], [-2.02136, -5.85329, 3.02183], [-2.34705, -6.38192, 2.29334], [-1.80855, -5.00719, 2.62805], [-8.15353, -13.65338, 5.62211], [-8.88299, -14.11857, 6.03166], [-7.57075, -14.34649, 5.31194]], "lowdin_charge": [-0.0519, 0.0270, 0.0252, -0.0508, 0.0240, 0.0264, -0.0519, 0.0238, 0.0258, -0.0523, 0.0244, 0.0280, -0.0532, 0.0225, 0.0270, -0.0531, 0.0266, 0.0266, -0.0542, 0.0273, 0.0283, -0.0505, 0.0233, 0.0274, -0.0547, 0.0279, 0.0258, -0.0517, 0.0273, 0.0277, -0.0506, 0.0236, 0.0279, -0.0542, 0.0264, 0.0291], "gap_ev": 10.633, "lumo_energy_ev": -0.11}


No. 3
{"formula": "C4H13NOS2", "method": "ωB97M-V/def2-TZVPD", "symbols": ["S", "S", "C", "C", "C", "N", "C", "H", "H", "H", "H", "H", "H", "H", "H", "H", "H", "H", "H", "H", "O"], "coordinates": [[0.33477, 1.41227, 3.46944], [-0.74290, -0.10745, 2.69344], [-1.44937, 0.45373, 1.15308], [-0.33418, 0.83958, 0.13479], [0.84498, -0.10189, -0.25024], [0.48287, -1.33213, -1.01221], [1.52925, -2.29336, -0.74555], [1.59933, 1.02804, 3.38833], [-2.13404, 1.30002, 1.19221], [-1.98392, -0.32332, 0.56337], [0.22849, 1.77604, 0.37802], [-0.91923, 0.79374, -0.77718], [1.45049, 0.51350, -0.94237], [1.43888, -0.28851, 0.66146], [-0.40127, -1.67327, -0.63464], [1.92477, -2.52119, 0.28393], [2.50730, -1.92741, -1.14859], [1.32140, -3.31136, -1.08633], [-1.44222, 1.86207, -3.04160], [-2.60900, 1.95702, -2.19486], [-1.64639, 1.94389, -2.08451]], "lowdin_charge": [-0.1098, 0.1442, -0.6206, -0.3193, -0.2819, -0.1102, -0.2058, -0.2834, 0.0608, 0.0654, 0.0993, 0.0436, 0.1075, 0.0843, 0.0897, 0.0767, 0.0792, 0.0603, 0.0582, 0.0438, -0.0821], "total_charge": -1, "gap_ev": [1.956, 7.147], "multiplicity": 2, "lumo_energy_ev": [2.64, 2.51]}